Entry 1:
Molecular formula: C4H4CoO5
Method: DFT, ωB97M-V/def2-TZVPD

```
14
Properties=species:S:1:pos:R:3:mulliken_charge:R:1
O -0.21 0.50 1.42 -0.167
C -0.58 0.70 0.13 1.639
C 0.65 -0.54 1.67 -0.373
O -0.86 -0.29 -0.61 -0.509
O 1.71 -0.29 0.57 -0.179
C 2.44 -1.30 0.62 0.084
H 0.18 -1.50 1.44 0.484
H 1.05 -0.42 2.69 0.404
H 2.03 -2.32 0.51 0.352
H 3.52 -1.11 0.66 0.326
Co -1.87 0.96 -1.63 0.656
O -0.96 1.86 -0.17 -0.414
C -3.24 1.66 -3.24 0.562
O -3.88 2.08 -4.05 0.134
```

Summary:
* energy above the lowest of the compared OMol25 structures with the same formula, charge and spin: 7.8 kcal/mol
* molecular weight: 191.0 g/mol
* total charge: +3
* frontier orbital gap (spin up / spin down): 11.120 / 6.323 eV
* spin multiplicity: 5
* electronic energy: -1912.2794 hartree

***

Entry 2:
Molecular formula: C4H4CrO5
Method: DFT, ωB97M-V/def2-TZVPD

```
14
Properties=species:S:1:pos:R:3:mulliken_charge:R:1
O 0.55 0.77 -0.71 -0.541
H -2.62 -0.95 0.79 0.264
O -1.35 0.65 0.56 -0.476
C -1.70 -0.69 0.25 -0.262
C -0.48 -1.50 0.71 -0.267
O 0.42 -0.52 1.20 -0.502
C 0.06 0.73 0.64 0.468
H -1.88 -0.81 -0.83 0.189
H -0.02 -2.06 -0.13 0.204
H -0.71 -2.21 1.52 0.251
Cr 1.11 2.51 0.92 0.183
C 1.99 1.20 -1.50 0.689
O 2.20 0.79 -2.62 -0.545
O 2.43 2.10 -0.78 -0.656
```

Summary:
* energy above the lowest of the compared OMol25 structures with the same formula, charge and spin: 20.9 kcal/mol
* molecular weight: 184.1 g/mol
* total charge: -1
* frontier orbital gap (spin up / spin down): 5.630 / 7.517 eV
* spin multiplicity: 6
* electronic energy: -1575.4448 hartree

***

Entry 3:
Molecular formula: C4H4CsO
Method: DFT, ωB97M-V/def2-TZVPD

```
10
Properties=species:S:1:pos:R:3:mulliken_charge:R:1
H -4.94 2.04 -0.33 0.372
C -4.34 1.15 -0.21 -0.013
C -3.74 0.09 -0.03 -0.192
C -2.96 -1.08 0.17 -1.294
H -3.07 -1.82 -0.63 0.139
H -3.13 -1.54 1.15 0.132
C 3.52 1.06 -1.45 -0.361
O 3.79 -0.13 -1.18 -0.450
Cs 0.79 -0.42 0.20 0.704
H 4.39 1.58 -1.96 -0.037
```

Summary:
* energy above the lowest of the compared OMol25 structures with the same formula, charge and spin: 4.3 kcal/mol
* molecular weight: 201.0 g/mol
* total charge: -1
* frontier orbital gap: 4.367 eV
* electronic energy: -250.0342 hartree

***

Entry 4:
Molecular formula: C4H4CsO2
Method: DFT, ωB97M-V/def2-TZVPD

```
11
Properties=species:S:1:pos:R:3:mulliken_charge:R:1
H 1.22 -1.76 1.44 0.319
O -0.87 2.09 -0.10 -0.491
C -0.09 1.43 0.86 -0.302
C 0.21 0.07 0.39 0.222
C 0.84 -1.10 0.66 -0.387
H -1.08 2.97 0.21 0.315
H -0.61 1.35 1.84 0.264
H 0.87 1.95 1.05 0.273
C 0.07 -1.02 -0.50 0.482
O -0.32 -1.47 -1.58 -0.691
Cs -0.23 -4.52 -4.27 0.995
```

Summary:
* energy above the lowest of the compared OMol25 structures with the same formula, charge and spin: 14.3 kcal/mol
* molecular weight: 217.0 g/mol
* total charge: +1
* frontier orbital gap: 8.252 eV
* electronic energy: -325.1484 hartree

***

total charge of number 3 (C4H4CsO)?
-1

***

The highest electronic energy belongs to which entry?
C4H4CsO

***

Look up the total charge of the second one.
-1